Here is a cluster of 2 separate species, C5H14S in total at a distorted geometry from OMol25. Energies are from ωB97M-V/def2-TZVPD.

Results
Kohn-Sham gap	9.5201	eV
charge	0
largest force on an atom	0.0268	Eh/bohr
structure (SMILES)	CCSC.CC

```
20
Properties=species:S:1:pos:R:3:nbo_charge:R:1
C 0.85 1.84 -0.55 -0.622
C -0.10 1.17 -1.54 -0.523
S -0.12 -0.64 -1.40 0.194
C 1.02 -1.07 -2.70 -0.764
H 1.76 1.25 -0.49 0.210
H 0.49 1.81 0.48 0.210
H 1.14 2.85 -0.81 0.210
H -1.11 1.53 -1.45 0.220
H 0.23 1.40 -2.55 0.213
H 1.82 -0.34 -2.81 0.215
H 1.54 -1.98 -2.54 0.230
H 0.57 -1.15 -3.68 0.210
C -1.63 -1.17 2.18 -0.615
C -0.41 -0.49 2.81 -0.615
H -1.39 -2.19 1.89 0.209
H -2.40 -1.27 2.96 0.201
H -2.10 -0.63 1.36 0.209
H -0.21 0.48 2.37 0.199
H 0.49 -1.07 2.59 0.206
H -0.43 -0.34 3.89 0.205
```